{
  "formula": "C5H12N2",
  "method": "the ωB97M-V functional and the def2-TZVPD basis",
  "elements": ["C", "C", "C", "C", "C", "N", "N", "H", "H", "H", "H", "H", "H", "H", "H", "H", "H", "H", "H"],
  "xyz": [[-1.471, -1.988, -0.737], [-1.141, -0.579, -0.050], [0.318, -0.262, -0.495], [0.618, 1.240, -0.464], [2.574, 2.040, 0.534], [2.063, 1.354, -0.391], [-1.350, -0.658, 1.316], [-2.154, -2.585, -0.133], [-0.596, -2.636, -0.774], [-1.836, -1.722, -1.720], [-1.871, 0.142, -0.419], [0.915, -0.867, 0.186], [0.512, -0.607, -1.506], [0.306, 1.710, -1.396], [0.144, 1.728, 0.401], [1.999, 2.653, 1.237], [3.650, 1.968, 0.662], [-2.050, -0.055, 1.744], [-0.629, -0.875, 2.005]],
  "atomic_forces_ev_per_a": [[0.0813, -0.7805, 0.6985], [-0.2138, -0.0201, -1.1135], [-0.4227, 0.0527, 0.3219], [0.7260, 0.2318, 0.5543], [0.1743, -0.2913, -0.0220], [-0.1575, -0.3260, 0.1022], [0.5907, 1.1960, 1.0177], [-0.5545, 0.4589, -0.3029], [0.3280, 0.4523, -0.2362], [-0.1370, -0.2261, -0.1074], [-0.0120, -0.1262, -0.1915], [0.5719, 0.2922, -0.0386], [-0.2367, -0.3371, 0.0455], [-0.3203, -0.0327, 0.0531], [-0.1780, 0.0680, -0.1259], [-0.0408, -0.0693, 0.0149], [0.0239, 0.3943, -0.0575], [-0.3934, -0.3251, -0.1871], [0.1707, -0.6117, -0.4256]],
  "fmax_ev_per_a": 1.678,
  "homo_lumo_gap_ev": [9.957, 4.950],
  "e_tot_ev": -8350.046,
  "multiplicity": 2,
  "total_charge": 1
}